(1)
This record from the Open Molecules 2025 dataset describes a molecular structure, C12H26FeN4O7. The level of theory is ωB97M-V/def2-TZVPD.

Geometry (Å):
O: -0.136927 -1.411297 -3.664271
H: -0.357593 -1.514273 -4.605100
Fe: -0.238283 0.264560 -0.740995
N: 1.435785 -0.826225 -0.689929
N: -0.749167 -1.542899 0.248458
N: 0.758960 1.832530 -0.171060
N: -1.461515 1.114559 0.643485
O: 2.630042 -0.372229 -0.861250
O: 2.053520 2.086726 -0.453063
O: -2.396154 0.528018 1.408381
O: -1.708766 -1.819220 1.075071
C: -0.012140 -2.578300 -0.200857
C: 1.221242 -2.170007 -0.781507
C: 0.080947 2.825764 0.413315
C: -1.167480 2.386493 0.969007
C: 2.164144 -3.015278 -1.555793
H: 2.055334 -2.824341 -2.635435
H: 1.954087 -4.076812 -1.390223
H: 3.200891 -2.804736 -1.265750
C: -0.540577 -3.953996 -0.039989
H: -1.515332 -4.028701 -0.541319
H: -0.684976 -4.169109 1.027015
H: 0.138533 -4.692309 -0.477357
C: 0.674012 4.179196 0.564181
C: -1.929126 3.184986 1.967388
H: 1.361176 4.413727 -0.257211
H: 1.234305 4.252974 1.506395
H: -0.107141 4.947784 0.584482
H: -2.688602 2.548550 2.432522
H: -2.423639 4.042839 1.486820
H: -1.253965 3.577941 2.744442
H: 2.418492 1.123944 -0.662758
H: -2.207085 -0.516720 1.262489
C: -1.439526 -0.102187 -2.270319
H: -1.061875 -1.001304 -3.100067
H: -1.487351 0.811784 -2.878474
H: -2.440182 -0.319861 -1.863673
O: 0.800758 0.773290 -2.736316
H: 0.505094 0.030244 -3.368039
H: 1.053931 1.569884 -3.227023
C: -0.127191 0.863075 4.172402
C: 0.414762 -0.243411 3.310444
C: 0.658947 -1.544383 4.035659
O: 0.596767 -0.123938 2.102009
H: 0.105152 0.698162 5.227691
H: -1.216030 0.905726 4.065774
H: 0.292125 1.821115 3.861472
H: -0.095624 -2.277714 3.711858
H: 1.655300 -1.933768 3.782059
H: 0.585842 -1.419952 5.124558

Cartesian forces (eV/Å) of the 3 atoms listed first:
1.14 -1.36 -2.37
0.22 -0.18 0.21
-1.41 0.94 -0.53

Properties
2S+1: 5
HOMO (alpha / beta) in eV: -6.84 / -6.74
Total charge: 0
Orbital gap (alpha / beta) in Eh: 0.23667 / 0.20134
E_tot in eV: -67535.0780

(2)
This record from the Open Molecules 2025 dataset describes a molecular structure, C12H27AsCl3CuGeNO4SeSi3. The level of theory is ωB97M-V/def2-TZVPD.

Geometry (Å):
Cu: -2.515047 0.389654 -1.012721
O: -3.486624 -0.466857 2.615776
C: -3.211547 -0.392440 1.431802
O: -2.693005 0.667137 0.884853
C: -3.466484 -1.658580 0.482492
O: -3.769814 -2.703971 1.046356
O: -3.310088 -1.486071 -0.772161
Cl: -0.749816 -1.121427 -4.284745
Ge: -2.434885 0.200206 -3.483332
Cl: -1.250706 2.153868 -3.217291
Cl: -3.479412 0.593225 -5.379418
C: 2.218604 1.666018 -2.327454
Si: 2.178684 0.080340 -1.330688
C: 2.423493 -1.392335 -2.470038
C: 3.752951 0.116402 -0.283798
As: 0.066767 -0.088074 -0.292448
Si: 0.202651 -2.173682 0.833935
C: -0.709364 -2.253600 2.464493
C: 1.998677 -2.601791 1.245764
C: -0.432348 -3.443338 -0.383158
Si: 0.081253 1.643868 1.352458
C: 1.873134 2.137316 1.747849
C: -0.606781 1.326738 3.064479
C: -0.657263 3.141321 0.514010
H: 3.077669 1.645477 -3.005591
H: 2.320989 2.533718 -1.670222
H: 1.310437 1.798326 -2.914446
H: 3.308097 -1.199053 -3.085755
H: 1.569895 -1.556008 -3.125989
H: 2.599676 -2.309351 -1.902900
H: 4.574251 0.104785 -1.009766
H: 3.867567 -0.752561 0.361978
H: 3.854409 1.011620 0.325590
H: -0.614623 -1.336823 3.043617
H: -0.267908 -3.073795 3.040971
H: -1.775870 -2.446218 2.338734
H: 2.451635 -1.844490 1.889508
H: 2.625957 -2.712734 0.360574
H: 2.005316 -3.553314 1.787055
H: -1.520519 -3.386695 -0.460528
H: -0.151813 -4.450934 -0.060689
H: -0.026163 -3.262603 -1.381558
H: 2.482138 1.282923 2.048995
H: 1.850860 2.844590 2.583535
H: 2.368356 2.630082 0.907860
H: 0.078974 0.701326 3.642574
H: -1.600778 0.885192 3.088224
H: -0.642456 2.312066 3.543222
H: -0.203725 3.292037 -0.468974
H: -0.463967 4.027902 1.126433
H: -1.733942 3.057841 0.361259
Se: -4.840448 1.587732 -1.466374
C: -4.388758 3.356799 -1.243944
N: -4.138274 4.478254 -1.100423

Cartesian forces (eV/Å) of the 3 atoms listed first:
-0.78 -0.17 -0.26
0.02 -0.03 0.05
-0.19 -0.07 -0.02

Properties
2S+1: 2
HOMO (alpha / beta) in eV: -2.34 / -2.53
Total charge: -2
Orbital gap (alpha / beta) in Eh: 0.24922 / 0.23351
E_tot in eV: -311113.6514

(3)
This record from the Open Molecules 2025 dataset describes a molecular structure, C12H27BN4NaOV. The level of theory is ωB97M-V/def2-TZVPD.

Geometry (Å):
N: 0.365812 1.899381 1.185207
C: 0.319932 2.751511 2.085882
O: 0.284248 3.566986 2.944613
Na: 2.949513 0.216755 -1.328840
V: 0.510208 0.188605 0.353084
N: 0.997390 -0.107734 -1.547069
N: -0.833408 -0.826241 1.107265
C: 0.308094 0.740800 -2.560970
C: -2.140353 -0.431101 1.666107
C: 1.100245 0.673100 -3.868335
C: -1.133491 0.298658 -2.815320
C: 0.337106 2.165538 -2.022933
C: -1.952315 -0.033495 3.130986
C: -3.154723 -1.571636 1.595288
C: -2.687104 0.765498 0.897052
H: 2.151274 0.982520 -3.725973
H: 0.656062 1.361010 -4.598561
H: 1.092104 -0.337332 -4.299076
H: -1.174135 -0.690385 -3.288572
H: -1.623551 1.012733 -3.494411
H: -1.722311 0.260912 -1.888062
H: -0.088782 2.241279 -1.007627
H: -0.232782 2.819327 -2.696841
H: 1.368558 2.551739 -1.972689
H: -1.557069 -0.873097 3.714199
H: -2.918203 0.266584 3.555386
H: -1.256804 0.809889 3.222910
H: -2.874515 -2.413191 2.239543
H: -3.269334 -1.932757 0.566235
H: -4.128707 -1.200551 1.937075
H: -3.659302 1.039281 1.326360
H: -2.838664 0.520079 -0.161588
H: -2.024622 1.635032 0.971347
C: 1.039789 -1.553285 -1.866918
H: 1.076773 -2.144948 -0.940912
H: 0.167549 -1.901773 -2.445255
H: 1.937168 -1.801344 -2.470310
C: -0.319269 -2.137981 1.511261
H: 0.777231 -2.149323 1.440551
H: -0.590373 -2.373595 2.552462
H: -0.704332 -2.951160 0.871607
B: 4.740001 -0.238142 1.854671
C: 3.328653 -0.201383 1.362959
N: 2.208197 -0.156908 0.969415
H: 4.869987 -1.332798 2.378154
H: 4.817028 0.667554 2.670180
H: 5.481228 -0.074613 0.890464

Cartesian forces (eV/Å) of the 3 atoms listed first:
-0.01 -1.40 -0.46
0.06 1.47 1.82
0.06 -2.64 -2.90

Properties
HOMO (alpha / beta) in eV: -16.88 / -16.90
Total charge: +2
Orbital gap (alpha / beta) in Eh: 0.24816 / 0.25161
E_tot in eV: -51652.5794

(4)
This record from the Open Molecules 2025 dataset describes 9 unconnected molecules or ions with the total composition C12H27Cl16N2O3PS. The level of theory is ωB97M-V/def2-TZVPD.

Geometry (Å):
N: -0.780810 -3.111798 3.742321
P: -1.707753 -3.479852 2.535979
C: -2.318107 -2.011052 1.633627
C: -1.689905 -1.779924 0.282625
O: -0.253922 -1.769288 0.267245
S: 0.470409 -0.876700 1.397094
O: 1.096294 0.224500 0.745277
O: 1.380631 -1.726584 2.064946
C: -0.793235 -0.150070 2.546736
N: -0.883990 1.256969 2.417449
C: -2.206524 -0.740605 2.457089
H: 0.129666 -3.538175 3.617807
H: -1.155646 -4.339926 1.570334
H: -2.891156 -4.096743 2.986882
H: -3.371083 -2.188157 1.438047
H: -1.983898 -2.579200 -0.382224
H: -2.062834 -0.867409 -0.169071
H: -0.394040 -0.334295 3.534049
H: -1.362683 1.515441 1.565578
H: 0.029229 1.686188 2.472161
H: -2.892487 0.009888 2.083463
H: -2.518952 -0.949951 3.470559
Cl: 3.613968 -0.351162 -3.229711
C: 3.200190 0.379930 -1.665844
Cl: 4.556402 1.289128 -0.989954
H: 2.368645 1.056813 -1.813188
H: 2.923974 -0.404661 -0.974529
Cl: 4.010902 -1.579902 -6.258073
C: 5.714907 -1.104337 -6.245043
Cl: 6.744149 -2.322923 -7.010323
H: 5.816549 -0.173803 -6.788518
H: 6.029574 -0.979126 -5.215594
Cl: 0.517074 -0.725495 5.761034
C: 0.055850 -1.085065 7.428130
Cl: -1.136178 -2.384724 7.529396
H: 0.943221 -1.386569 7.969705
H: -0.371888 -0.192955 7.867499
Cl: 1.962492 2.989879 -6.572000
C: 2.432634 2.628299 -4.906798
Cl: 1.108425 2.895079 -3.761861
H: 2.718451 1.587980 -4.838904
H: 3.256914 3.273130 -4.629681
Cl: -4.287505 1.289851 4.842673
C: -5.100954 2.000610 3.444506
Cl: -5.212957 0.866215 2.086653
H: -6.104867 2.281384 3.735332
H: -4.539276 2.868685 3.118273
Cl: -3.819324 1.370348 -3.658552
C: -2.872251 2.836678 -3.943903
Cl: -3.148164 4.054135 -2.691746
H: -1.823242 2.574420 -3.940367
H: -3.159430 3.252855 -4.900737
Cl: -4.626031 5.304285 2.394314
C: -2.869438 5.507250 2.366719
Cl: -2.036147 4.018729 1.906221
H: -2.625384 6.278718 1.647674
H: -2.539201 5.790984 3.357580
Cl: 4.949285 -4.660262 -3.054770
C: 4.880764 -4.648087 -4.822229
Cl: 4.956101 -6.281625 -5.496991
H: 3.951157 -4.190286 -5.128408
H: 5.721402 -4.077658 -5.195960

Cartesian forces (eV/Å) of the 3 atoms listed first:
-0.08 -0.33 -0.39
0.60 0.25 1.05
-0.18 0.26 -0.35

Properties
HOMO in eV: -8.68
Total charge: 0
Orbital gap in Eh: 0.32885
E_tot in eV: -242485.7731